Record 1
Here is a single C9H13N3 molecule at a distorted geometry from the Open Molecules 2025 dataset. Energies are from ωB97M-V/def2-TZVPD.

Results
LUMO level = 0.03355 hartree
E = -514.9262 hartree
Structure (SMILES) = C=N[C@@H](C)c1cccnc1NC

Each line ends with the Löwdin charge.
Element x y z (Å)
1 H -3.51678 -1.18486 1.96759  0.065
2 H -1.93624 -0.72448 -1.23745  0.151
3 C 1.04766 0.22717 0.02681  -0.289
4 C 0.13256 -1.93374 -0.33922  -0.082
5 H -1.36859 1.96097 -0.05813  0.055
6 N 2.22095 -0.38715 0.24361  0.100
7 C 2.41581 -1.72066 0.26684  -0.120
8 H 2.94388 1.78673 1.08797  0.042
9 H 1.83494 3.22021 0.99950  0.093
10 C -3.03565 -1.06568 0.99290  -0.045
11 N -2.05846 -0.29786 0.81923  0.010
12 C -1.64372 1.37270 -0.90583  -0.053
13 H -3.71211 -1.55234 0.24523  0.084
14 H -2.72396 1.53878 -1.09712  0.103
15 H 0.23654 2.08482 0.14336  0.117
16 H 2.70907 2.66205 -0.46271  0.103
17 C -0.00338 -0.62556 -0.36314  -0.146
18 C 2.27266 2.32611 0.52589  -0.087
19 C 1.37395 -2.54123 -0.17553  -0.076
20 H 1.51741 -3.63139 -0.45682  0.115
21 H -1.01406 1.50272 -1.73823  0.080
22 H 3.39581 -2.08410 0.39046  0.084
23 H -0.76875 -2.44215 -0.73175  0.127
24 N 1.12333 1.53393 0.27879  -0.026
25 C -1.44287 -0.02497 -0.42223  -0.407

Record 2
Here is a single C9H13N3O2Si molecule at a distorted geometry from the Open Molecules 2025 dataset. Energies are from ωB97M-V/def2-TZVPD.

Results
LUMO level = 0.01101 hartree
E = -954.9606 hartree
Structure (SMILES) = CO[Si](C)(OC)n1nnc2ccccc21

Each line ends with the Löwdin charge.
Element x y z (Å)
1 H -2.25343 -0.37766 -3.18693  0.012
2 C 0.60934 -2.20995 -1.61983  -0.271
3 H 0.14322 -0.94778 1.74835  0.142
4 Si -1.37331 0.04386 -0.89046  0.658
5 C 0.78652 0.88020 0.71536  -0.219
6 O -0.65293 -1.97253 -1.10339  -0.331
7 C 0.88618 -0.06770 1.70765  -0.013
8 N -0.07058 1.05210 -0.33653  -0.081
9 O -2.51873 -0.01537 0.26642  -0.227
10 H -3.49443 -1.05991 1.52554  0.060
11 N 1.52086 2.54221 -0.62288  0.075
12 H 1.53593 -1.65225 -1.11090  0.098
13 C 2.79191 2.00648 1.52848  -0.009
14 H -2.42116 1.21560 -2.93613  0.043
15 H 0.84247 -3.17782 -1.25273  0.053
16 H -0.68010 0.67120 -3.20869  0.057
17 C -3.38804 -1.18292 0.50780  -0.039
18 H 3.59071 2.81201 1.43744  0.127
19 H 0.67211 -1.93939 -2.69543  0.076
20 H -2.83166 -2.07254 0.40765  0.069
21 C -1.68052 0.40008 -2.74071  -0.147
22 C 2.74516 1.13127 2.66295  -0.104
23 H 1.89317 -0.42908 3.58378  0.078
24 N 0.45657 2.02558 -1.11571  0.009
25 H -4.28817 -0.94752 -0.02509  0.092
26 H 3.60737 1.16901 3.43872  0.136
27 C 1.79904 0.16554 2.74859  -0.110
28 C 1.77249 1.93726 0.56670  -0.232

Record-wise HOMO-LUMO gap values, in eV: 8.6; 9.3
Record-wise ΔE to the lowest compared entry with this formula, charge and spin values, in kcal/mol: 31.2; 36.2